Formula: C3H7NOS
Source: OMol25
Level of theory: ωB97M-V/def2-TZVPD

Geometry as XYZ:
```
13
C3H7NOS, DFT ωB97M-V/def2-TZVPD
C 0.64975 -0.41641 0.34980
C 1.64659 0.06689 -0.64309
C -0.41120 0.62641 0.73608
N -2.59035 -0.68459 -0.49429
O 2.74409 0.67932 -0.12347
S -1.78858 0.86238 -0.20340
H 0.22440 -1.24012 -0.11048
H 1.36418 -0.80384 1.09270
H 1.31246 0.47720 -1.69488
H -0.10935 1.53796 1.03262
H -2.80678 -1.03054 0.41381
H -3.42188 -0.43257 -0.99032
H 3.18665 0.35791 0.63492
```

Computed properties:
HOMO (spin up / spin down) (hartree): -0.26403 / -0.26292
F_max (eV/A): 4.3
Molecular weight (g/mol): 105.16
ΔE to the lowest compared entry with this formula, charge and spin (kcal/mol): 117.0
Kohn-Sham gap (spin up / spin down) (eV): 7.26 / 7.94

Results of the Löwdin charge analysis, in e, for atoms 1 through 5: atom 1 (C): -0.2910, atom 2 (C): -0.1853, atom 3 (C): -0.4450, atom 4 (N): -0.2914, atom 5 (O): -0.0165